Record 1
DFT (ωB97M-V/def2-TZVPD) results for a single C11H17ISi molecule in a non-equilibrium geometry.

The structure (SMILES) is CCCC[Si@@](C)(I)c1ccccc1. The calculation puts the electronic energy at -27662.939 eV. The value obtained for the LUMO energy is 0.55 eV. The calculation puts the orbital gap at 9.5 eV. As for the energy relative to the best compared isomer or geometry (same formula, charge and spin): 0.00 kJ/mol.

Cartesian coordinates (Å):
I: 4.0103 1.1110 0.0649
Si: 1.4308 0.3742 -0.5479
C: 1.6888 -3.3897 1.2420
C: 1.8984 -2.0556 0.9421
C: 0.4321 1.6556 0.4363
C: 0.0645 -3.5310 -0.5129
C: 0.7695 -4.1298 0.5179
C: -3.3231 2.5874 0.7698
C: 1.3550 0.6455 -2.4226
C: -1.8085 2.7239 0.8608
C: 0.2782 -2.1990 -0.8131
C: -1.0825 1.5019 0.3011
C: 1.1956 -1.4396 -0.0888
H: 0.3298 0.6179 -2.7837
H: 0.6029 -5.1712 0.7508
H: -3.6636 1.7231 1.3365
H: -3.8075 3.4761 1.1721
H: -1.3546 1.3850 -0.7524
H: -1.4170 0.6034 0.8290
H: 2.2468 -3.8552 2.0416
H: 2.6229 -1.4877 1.5068
H: 0.7060 1.6265 1.4930
H: 0.7095 2.6492 0.0720
H: 1.9128 -0.1234 -2.9512
H: 1.7754 1.6083 -2.6947
H: -1.5169 2.8709 1.9032
H: -1.4944 3.6082 0.3017
H: -3.6349 2.4653 -0.2669
H: -0.6508 -4.1058 -1.0844
H: -0.2755 -1.7455 -1.6232

Cartesian forces, eV/Å:
-1.607 -0.571 -0.338
1.415 0.762 0.115
0.039 -0.079 0.107
0.029 0.104 0.070
0.190 -0.426 -0.277
-0.111 -0.169 -0.017
-0.027 -0.015 -0.038
0.185 0.143 0.064
-0.064 -0.178 0.598
-0.221 -0.238 -0.123
-0.015 0.168 -0.077
0.020 0.115 0.075
0.099 0.612 -0.104
-0.230 -0.025 -0.021
0.007 -0.079 0.024
-0.098 -0.074 0.030
-0.119 -0.015 -0.009
-0.106 -0.061 -0.032
-0.028 -0.017 -0.083
0.040 -0.022 0.056
0.114 0.053 0.061
0.150 -0.059 -0.020
0.208 -0.058 -0.055
0.090 -0.116 0.045
0.064 0.166 0.095
0.078 0.047 0.006
0.093 0.051 0.057
-0.080 -0.022 -0.048
-0.039 -0.020 -0.033
-0.077 0.024 -0.128



Record 2
DFT (ωB97M-V/def2-TZVPD) results for C20H15AuIN3O2S as an isolated structure in a non-equilibrium geometry.

The calculation puts the electronic energy at -52176.333 eV. The value obtained for the LUMO energy is -0.44 eV. The calculation puts the orbital gap at 7.1 eV.

Cartesian coordinates (Å):
Au: 1.8137 -0.5477 0.3830
I: 2.9149 -5.9412 2.5567
S: 1.1013 1.3814 -1.9416
O: 1.2190 2.8101 -1.7207
O: 2.2670 0.6175 -2.3121
N: -0.4801 -0.2864 1.8943
N: 2.8256 -1.7459 1.7486
N: 0.4210 0.5859 -0.6828
C: -1.6213 0.9066 -5.5003
C: -0.8618 -0.7080 3.0633
C: 4.1188 -1.9982 3.7502
C: 3.2069 -3.9198 2.7135
C: 2.6452 -3.0914 1.7474
C: -1.3581 -0.1834 -4.7013
C: -1.2696 0.5685 1.1731
C: -2.5174 0.9584 1.6609
C: -0.5450 -0.0699 -3.5884
C: -3.3244 1.8565 0.9524
C: -0.1999 2.2766 -4.1462
C: -0.7853 1.0789 -0.0851
C: -2.9490 0.4678 2.9431
C: -1.0377 2.1425 -5.2275
C: -2.1030 -0.3337 3.6629
C: 3.9370 -3.3701 3.7439
C: 3.5344 -1.2309 2.7513
C: -0.0035 1.1958 -3.3138
C: -1.5748 2.0364 -0.7108
C: -2.8451 2.3918 -0.2202
H: 3.5734 -0.1644 2.7793
H: -2.4242 -0.7337 4.6018
H: 4.6180 -1.4945 4.5540
H: 2.0653 -3.4967 0.9312
H: 0.2053 3.2339 -3.8618
H: -1.2786 2.9900 -5.8261
H: -1.8433 -1.1461 -4.9209
H: -3.9130 0.7583 3.3039
H: -2.3322 0.8283 -6.3147
H: -0.3313 -0.8961 -2.9533
H: -1.2163 2.5213 -1.5956
H: -3.4250 3.0815 -0.7789
H: 4.3256 -4.0073 4.5483
H: -4.3079 2.1021 1.3321
H: -0.2443 -1.4251 3.6070

Cartesian forces, eV/Å:
-0.625 0.023 0.246
-0.098 -0.580 0.015
-0.124 0.223 0.012
0.069 -0.660 0.117
0.090 0.152 0.317
0.136 -0.116 -0.077
-0.018 -1.208 0.024
-0.239 0.522 0.456
-0.166 0.734 -0.267
-0.814 0.100 0.303
-0.564 0.006 -0.209
-0.422 0.508 -0.583
0.441 0.551 -0.134
-0.415 -1.107 0.155
1.012 -0.477 -0.069
-0.833 0.082 1.048
0.161 1.417 -0.405
-0.077 0.317 -0.799
-0.268 0.230 0.498
0.436 0.080 -0.692
1.440 -0.263 -0.634
-0.330 -0.781 -0.162
-0.345 0.223 -0.969
0.390 -0.027 0.643
0.057 -0.125 0.261
0.119 -1.047 0.122
-0.034 -0.394 0.433
0.462 -0.705 0.801
0.248 0.491 -0.040
0.119 -0.172 0.460
0.279 0.061 0.196
-0.020 0.033 0.006
0.193 0.097 -0.055
-0.063 0.469 -0.425
0.304 0.473 0.078
-0.410 0.116 0.212
0.129 -0.085 -0.044
0.086 -0.479 0.430
-0.019 0.105 -0.229
-0.456 0.575 -0.382
-0.063 0.351 -0.421
0.018 0.081 0.001
0.216 0.205 -0.237



Record 3
DFT (ωB97M-V/def2-TZVPD) results for a single C3H5N3OS molecule in a non-equilibrium geometry.

The calculation puts the electronic energy at -20536.960 eV. The value obtained for the LUMO energy is 0.38 eV. The calculation puts the orbital gap at 8.4 eV. As for the energy relative to the best compared isomer or geometry (same formula, charge and spin): 839.31 kJ/mol.

Cartesian coordinates (Å):
S: -0.5212 0.7421 0.0369
O: 0.2451 1.9119 -0.0927
N: 2.1273 -0.0515 -0.9911
N: 1.4388 -1.0210 -0.1210
N: -1.7915 0.3393 -1.0011
C: -1.6376 0.3687 1.2356
C: 0.3182 -1.0039 0.3858
C: -2.4666 -0.0478 0.1908
H: -3.2240 -0.7034 -0.1593
H: 1.8822 0.9705 -0.9431
H: -1.6045 0.3065 2.2949
H: 3.1355 0.0942 -0.8552
H: 2.0983 -1.9055 0.0195

Cartesian forces, eV/Å:
-2.479 -4.551 -0.677
1.654 2.267 -0.111
0.604 1.247 -0.731
6.702 -0.629 -1.368
1.275 0.380 1.509
-2.835 0.450 0.118
-3.216 1.326 0.282
2.839 1.111 -1.387
-1.216 -0.610 1.262
-1.185 -1.678 0.580
0.070 -0.185 0.443
-0.277 -1.500 0.615
-1.936 2.373 -0.534



Record 4
DFT (ωB97M-V/def2-TZVPD) results for a 2-piece molecular cluster, C2H9N2O2 overall in a non-equilibrium geometry.

The calculation puts the electronic energy at -9289.025 eV. The total charge is +1. The value obtained for the LUMO energy is -3.59 eV. The calculation puts the orbital gap at 11.1 eV. As for the energy relative to the best compared isomer or geometry (same formula, charge and spin): 91.23 kJ/mol.

Cartesian coordinates (Å):
O: 3.8210 1.1247 -0.2397
O: -1.0603 -1.2579 1.4859
N: -2.6482 -0.0591 -0.0466
N: 0.9042 -0.6083 0.5325
C: -0.4239 -0.7341 0.5948
C: -1.2238 0.0072 -0.4883
H: -3.2357 0.4145 -0.7303
H: 1.3261 0.0933 -0.0564
H: -1.0934 -0.5567 -1.4108
H: -0.9373 1.0352 -0.6916
H: 4.7366 1.1740 -0.0230
H: -2.6866 0.2480 0.9308
H: 1.4726 -0.9583 1.2886
H: 3.9910 1.1091 -1.1964
H: -2.9424 -1.0316 0.0506

Cartesian forces, eV/Å:
-0.438 -0.147 -1.362
-0.172 -0.569 -0.046
0.558 -0.409 -0.161
-0.028 0.041 -0.235
0.199 1.421 0.680
0.413 -0.885 -0.368
-0.346 0.268 0.466
0.185 -0.149 -0.057
-0.323 0.066 -0.175
-0.001 0.075 0.320
1.185 0.096 1.386
-0.331 0.552 -0.166
-0.064 -0.101 0.018
-0.893 -0.012 -0.053
0.055 -0.248 -0.246



Record 5
DFT (ωB97M-V/def2-TZVPD) results for a single C2H7OP molecule in a non-equilibrium geometry.

The structure (SMILES) is CC[PH2]=O. The calculation puts the electronic energy at -13523.050 eV. The value obtained for the LUMO energy is 0.92 eV. The calculation puts the orbital gap at 10.8 eV. As for the energy relative to the best compared isomer or geometry (same formula, charge and spin): 58.86 kJ/mol.

Cartesian coordinates (Å):
P: -0.1450 -1.4102 -0.2543
O: -1.2361 -2.3297 -0.0552
C: 0.5519 1.3004 0.0936
C: -0.5826 0.3648 0.2545
H: 0.2147 -1.4822 -1.6669
H: 0.1833 2.3650 0.0155
H: 0.8915 -1.9171 0.6096
H: -0.8265 0.2759 1.2838
H: 1.2212 1.1154 -0.8007
H: 1.2338 1.3894 0.9512
H: -1.5062 0.3283 -0.4310

Cartesian forces, eV/Å:
1.335 0.973 0.551
-2.735 -1.684 0.287
1.133 2.740 -1.314
-0.118 -3.183 -2.092
0.531 0.726 0.989
0.315 -0.966 -0.255
0.429 0.847 -0.833
-0.823 -0.193 0.800
-0.886 0.172 0.792
-0.344 -0.662 -0.028
1.163 1.230 1.102



Record 6
DFT (ωB97M-V/def2-TZVPD) results for C17H30CoF3N6O2 as an isolated structure in a non-equilibrium geometry.

The calculation puts the electronic energy at -76927.135 eV. The total charge is +1. The value obtained for the LUMO energy (alpha / beta) is -3.36 / -3.13 eV. The calculation puts the orbital gap (alpha / beta) at 8.0 / 8.4 eV. The spin multiplicity is 2. As for the energy relative to the best compared isomer or geometry (same formula, charge and spin): 0.00 kJ/mol.

Cartesian coordinates (Å):
Co: 0.4338 -0.6320 0.0344
F: 0.4777 -4.5530 -3.4973
F: 1.3511 -5.4768 -1.7488
F: 2.3331 -3.8038 -2.7036
O: 0.9377 -2.3109 -1.0543
O: -0.8463 -3.6404 -1.2258
N: 0.7462 -0.1158 -3.1822
N: -0.7512 0.9502 0.7610
N: 0.3970 0.4968 -1.9384
N: -1.5686 -1.5551 0.3450
N: 0.5877 -1.3223 2.1589
N: 1.9786 0.7828 0.8985
C: -2.5948 -0.5195 0.3597
C: 2.4287 1.4484 -4.0126
C: 1.3426 2.1006 1.0343
C: 3.1560 -0.5111 -2.6119
C: 2.4579 0.2357 2.1758
C: 1.1360 -4.3072 -2.3564
C: 2.1307 -0.0064 -3.6390
C: -2.7772 1.5413 1.8485
C: 1.2943 -0.3444 2.9777
C: 0.3103 -3.3253 -1.4399
C: -1.5255 -2.3779 1.5559
C: -2.1423 2.6177 2.4457
C: 2.1664 -0.8610 -4.9067
C: -0.7258 -1.7067 2.6729
C: -0.7918 2.8258 2.2092
C: -2.0386 0.7153 1.0153
C: -0.1248 1.9657 1.3508
H: -0.5926 0.7462 -2.0191
H: 0.5956 0.4592 3.2197
H: -3.5014 -0.8515 0.8822
H: 1.7122 1.8022 -4.7470
H: 3.1035 -0.7259 -5.4356
H: 2.7574 -1.3633 -2.0685
H: -0.6530 -2.3894 3.5295
H: -2.6848 3.2733 3.1062
H: 3.4210 0.2716 -1.9014
H: 1.3504 -0.5686 -5.5627
H: 2.4100 2.1183 -3.1535
H: -0.2702 3.6413 2.6804
H: -1.7027 -2.2144 -0.4329
H: 4.0587 -0.8309 -3.1245
H: 3.4227 1.5006 -4.4466
H: 0.4479 -1.0855 -3.1666
H: -1.2353 -0.7983 3.0053
H: 1.4326 2.6348 0.0830
H: -2.8702 -0.2771 -0.6713
H: -1.0536 -3.3239 1.2828
H: -2.5370 -2.5985 1.9186
H: 2.0664 -1.9147 -4.6645
H: 3.1756 -0.5559 1.9504
H: 0.9088 1.3807 -1.9148
H: 1.6619 -0.7686 3.9211
H: 2.9646 1.0078 2.7713
H: 1.1628 -2.1578 2.0744
H: -3.8202 1.3398 2.0308
H: 1.8367 2.7049 1.8058
H: 2.7863 0.8781 0.2895

Cartesian forces, eV/Å:
-1.222 0.446 -0.491
-0.117 0.090 0.130
-0.075 0.070 0.161
-0.064 0.048 0.152
1.139 1.312 0.865
-0.497 -0.359 -0.039
-0.778 -0.104 -0.818
0.831 -0.521 0.254
-0.001 -0.706 1.158
-0.335 -0.304 -0.475
0.178 -0.232 -0.897
0.501 0.090 -0.314
0.001 -0.112 0.126
-0.113 -0.335 -0.060
0.042 -0.022 0.031
-0.217 -0.090 -0.139
-0.139 -0.097 0.288
0.051 0.179 -0.142
0.237 0.182 0.107
0.165 0.094 -0.138
0.352 0.308 -0.061
-0.018 -0.698 -0.457
0.084 0.054 0.265
0.099 -0.115 -0.108
-0.082 0.124 0.192
-0.390 -0.188 -0.160
-0.045 -0.030 -0.216
-0.337 0.022 -0.025
-0.091 0.336 0.191
0.389 0.135 -0.075
-0.022 -0.107 0.123
0.021 0.116 -0.097
-0.106 0.078 -0.102
0.167 0.025 -0.025
0.027 -0.088 0.013
-0.002 0.169 -0.066
-0.082 0.096 0.106
0.094 0.112 0.107
-0.047 -0.003 -0.102
0.035 0.108 0.143
0.131 0.110 0.078
0.138 0.194 0.160
0.203 0.083 0.032
0.152 0.103 0.009
0.211 0.090 0.321
0.064 -0.050 0.060
0.080 -0.015 0.075
-0.024 -0.045 0.044
-0.041 0.028 -0.021
0.075 -0.059 0.007
-0.033 -0.212 0.038
0.020 0.053 0.000
-0.197 -0.176 0.107
-0.081 0.064 -0.122
0.001 -0.157 -0.046
-0.020 -0.013 -0.019
-0.110 -0.075 0.017
-0.067 0.008 -0.124
-0.138 -0.017 -0.021